Formula: C24H25ClIrN5O8PS
Source: the Open Molecules 2025 dataset
Level of theory: ωB97M-V with the def2-TZVPD basis set

## Properties
* largest force on an atom: 0.32 eV/A
* charge: +1
* molecular weight: 802.2 Da
* energy above the lowest of the compared OMol25 structures with the same formula, charge and spin: 0.0000 eV
* spin multiplicity: 5
* HOMO (spin up / spin down): -10.46 / -11.58 eV
* gap between HOMO and LUMO (spin up / spin down): 7.9 / 6.1 eV

Element x y z (Å)
Ir -0.765 -0.922 -0.748
O -3.343 4.622 -1.837
C -2.162 4.916 -1.322
O -1.810 6.047 -1.124
C -1.243 3.778 -0.982
C 0.001 3.957 -0.400
Cl 0.820 5.350 0.089
N 0.568 2.741 -0.231
N -0.241 1.763 -0.671
C -1.325 2.374 -1.131
C -2.428 1.520 -1.656
O -3.460 2.010 -2.079
O -2.225 0.236 -1.648
C 1.841 2.487 0.376
C 2.985 2.548 -0.400
C 4.217 2.364 0.208
C 4.287 2.125 1.575
C 3.128 2.062 2.337
C 1.893 2.249 1.736
H -3.474 3.646 -1.946
H 2.910 2.753 -1.460
H 5.122 2.423 -0.381
H 5.251 1.998 2.049
H 3.188 1.888 3.404
H 0.976 2.227 2.311
O -2.776 -1.930 -0.415
N -2.906 -3.201 -0.118
C -4.152 -3.652 0.164
C -4.363 -4.973 0.446
C -3.281 -5.855 0.439
C -2.025 -5.378 0.152
C -1.830 -4.023 -0.128
S -0.282 -3.344 -0.463
H -4.917 -2.893 0.127
H -5.366 -5.310 0.662
H -3.429 -6.903 0.656
H -1.163 -6.028 0.136
C 3.841 -1.024 0.198
O 2.521 -0.512 -0.091
P 1.598 -0.928 -1.293
O 2.003 0.031 -2.493
C 1.100 0.681 -3.405
O 2.235 -2.328 -1.693
C 2.016 -2.888 -3.001
H 4.572 -0.527 -0.437
H 3.873 -2.098 0.042
H 4.031 -0.776 1.237
H 0.066 0.395 -3.217
H 1.382 0.391 -4.414
H 1.207 1.756 -3.283
H 2.511 -2.274 -3.751
H 0.948 -2.962 -3.212
H 2.450 -3.882 -2.984
N -2.933 0.560 1.244
C -1.809 0.363 1.962
C -1.679 0.929 3.249
C -0.572 0.650 4.001
C 0.423 -0.189 3.482
C 0.264 -0.659 2.209
N -0.811 -0.374 1.438
H -3.671 1.122 1.628
H -3.129 0.012 0.420
H -2.480 1.549 3.630
H -0.477 1.065 4.996
H 1.297 -0.459 4.055
H 1.005 -1.296 1.753

Atom charges from the Löwdin analysis, given in e for atoms 1 to 4: Ir 1.23; O 0.14; C -0.50; O 0.09


Formula: C24H25FNO12Sr
Source: the Open Molecules 2025 dataset
Level of theory: ωB97M-V with the def2-TZVPD basis set

## Properties
* largest force on an atom: 3.68 eV/A
* charge: -3
* molecular weight: 626.1 Da
* spin multiplicity: 1
* HOMO: 1.13 eV
* gap between HOMO and LUMO: 3.5 eV

Element x y z (Å)
Sr -0.092 -0.498 -0.089
C 3.211 0.954 3.205
C 2.459 0.213 2.331
C 2.664 -1.291 2.163
O 1.829 -2.059 1.564
C 3.713 -1.893 2.836
C 4.563 -1.176 3.770
C 4.286 0.360 3.964
O 4.877 0.978 4.854
O 5.530 -1.670 4.348
O 1.469 0.839 1.763
H 2.984 1.990 3.412
H 3.879 -2.957 2.756
C 0.738 -4.416 -4.443
C 0.494 -3.394 -5.366
C 0.329 -1.965 -4.850
O 0.064 -1.015 -5.654
C 0.374 -1.688 -3.495
C 0.782 -2.667 -2.531
C 0.909 -4.174 -3.020
O 1.033 -5.006 -2.135
O 0.873 -2.340 -1.328
O 0.353 -3.699 -6.587
H 0.601 -5.458 -4.697
H 0.227 -0.712 -3.045
F -1.132 -2.889 0.683
C -2.968 -1.641 -1.818
O -2.478 -0.412 -1.271
C -2.554 0.698 -2.160
C -2.153 1.943 -1.380
N -0.755 1.910 -0.901
C 0.340 2.167 -1.848
C 1.827 1.820 -1.488
O 1.990 0.422 -1.408
C 3.361 0.063 -1.191
H -2.865 -2.402 -1.041
H -2.342 -1.944 -2.663
H -4.021 -1.494 -2.083
H -3.579 0.795 -2.533
H -1.857 0.498 -2.982
H -2.711 2.085 -0.451
H -2.399 2.826 -1.995
H -0.817 2.714 -0.282
H 0.440 3.251 -2.031
H 0.003 1.803 -2.821
H 2.210 2.405 -0.646
H 2.395 2.192 -2.354
H 3.726 0.457 -0.240
H 4.001 0.478 -1.977
H 3.300 -1.023 -1.236
C -1.542 2.091 2.642
C -1.845 3.009 3.627
C -2.994 2.862 4.380
C -3.768 1.697 4.292
C -3.478 0.774 3.278
C -2.413 1.033 2.424
O -2.141 0.125 1.445
O -3.356 3.826 5.293
H -0.571 2.043 2.155
H -1.136 3.798 3.844
H -4.635 1.537 4.920
H -4.145 -0.068 3.149
H -2.815 -0.562 1.387
H -4.272 3.856 5.557

Atom charges from the Löwdin analysis, given in e for atoms 1 to 4: Sr 1.51; C -0.03; C -0.38; C -0.39


Formula: C24H25FeN6O2PS4Te
Source: the Open Molecules 2025 dataset
Level of theory: ωB97M-V with the def2-TZVPD basis set

## Properties
* largest force on an atom: 0.44 eV/A
* molecular weight: 772.2 Da
* energy above the lowest of the compared OMol25 structures with the same formula, charge and spin: 0.5508 eV
* spin multiplicity: 5
* HOMO (spin up / spin down): -6.61 / -6.70 eV
* gap between HOMO and LUMO (spin up / spin down): 5.5 / 5.5 eV

Element x y z (Å)
Fe -0.189 0.257 -0.211
C -1.640 -6.530 0.200
C -2.730 -5.608 -0.303
O -2.511 -4.266 0.178
P -1.900 -3.129 -0.789
S -1.150 -1.862 0.621
S -0.703 -3.799 -2.143
O -3.232 -2.506 -1.429
C -3.896 -1.287 -1.111
C -5.119 -1.568 -0.267
H -1.830 -7.553 -0.132
H -1.607 -6.520 1.290
H -0.676 -6.210 -0.189
H -3.707 -5.900 0.083
H -2.772 -5.611 -1.393
H -4.151 -0.818 -2.061
H -3.212 -0.625 -0.575
H -5.788 -2.259 -0.779
H -5.665 -0.644 -0.067
H -4.824 -2.015 0.684
S 1.836 5.880 4.733
N 2.158 5.711 3.162
C 1.544 4.609 2.765
C 1.557 4.071 1.421
C 2.206 4.680 0.346
C 2.122 4.089 -0.895
C 1.409 2.898 -1.036
N 0.815 2.296 -0.016
C 0.868 2.876 1.191
C 0.117 2.211 2.258
N -0.549 1.094 1.914
C -1.289 0.496 2.842
C -1.377 0.960 4.154
C -0.680 2.089 4.519
C 0.083 2.742 3.551
C 0.829 3.958 3.805
N 0.914 4.577 4.970
H 2.743 5.605 0.503
H 2.588 4.529 -1.764
H 1.298 2.422 -2.005
H -1.819 -0.391 2.516
H -1.993 0.425 4.862
H -0.717 2.486 5.524
C 2.442 -0.926 1.974
C 2.491 -1.220 0.519
N 1.679 -0.751 -0.406
C 2.067 -1.320 -1.605
C 3.135 -2.127 -1.393
N 3.395 -2.049 -0.042
H 1.508 -0.423 2.209
H 3.271 -0.286 2.281
H 2.479 -1.847 2.556
H 1.503 -1.159 -2.506
H 3.700 -2.758 -2.054
H 4.104 -2.556 0.456
Te -1.127 0.567 -2.628
C 0.295 1.356 -3.984
C 1.663 1.300 -4.050
C 2.203 1.930 -5.204
C 1.240 2.459 -6.008
S -0.318 2.193 -5.355
H 2.280 0.804 -3.312
H 3.260 1.974 -5.427
H 1.369 2.978 -6.944

Atom charges from the Löwdin analysis, given in e for atoms 1 to 4: Fe 0.25; C -0.09; C -0.31; O -0.37